# 1
{"formula": "C58H99N3O20S7", "method": "the ωB97M-V functional and the def2-TZVPD basis", "homo_energy_ev": -9.79, "total_charge": 0, "smiles": "O=[N+]([O-])c1ccccc1.O=[N+]([O-])c1ccccc1.O=[N+]([O-])c1ccccc1.O=S1(=O)CCCC1.O=S1(=O)CCCC1.O=S1(=O)CCCC1.O=S1(=O)CCCC1.O=S1(=O)CCCC1.O=S1(=O)CCCC1.O=S1(=O)CCCC1.CCCCCC.CCCCCC", "e_tot_ev": -183009.49023, "species": ["C", "C", "C", "C", "C", "C", "N", "O", "O", "H", "H", "H", "H", "H", "C", "C", "C", "C", "C", "C", "N", "O", "O", "H", "H", "H", "H", "H", "C", "C", "C", "C", "C", "C", "N", "O", "O", "H", "H", "H", "H", "H", "C", "C", "C", "C", "C", "C", "H", "H", "H", "H", "H", "H", "H", "H", "H", "H", "H", "H", "H", "H", "C", "C", "C", "C", "C", "C", "H", "H", "H", "H", "H", "H", "H", "H", "H", "H", "H", "H", "H", "H", "C", "C", "C", "S", "O", "O", "C", "H", "H", "H", "H", "H", "H", "H", "H", "C", "C", "C", "S", "O", "O", "C", "H", "H", "H", "H", "H", "H", "H", "H", "C", "C", "C", "S", "O", "O", "C", "H", "H", "H", "H", "H", "H", "H", "H", "C", "C", "C", "S", "O", "O", "C", "H", "H", "H", "H", "H", "H", "H", "H", "C", "C", "C", "S", "O", "O", "C", "H", "H", "H", "H", "H", "H", "H", "H", "C", "C", "C", "S", "O", "O", "C", "H", "H", "H", "H", "H", "H", "H", "H", "C", "C", "C", "S", "O", "O", "C", "H", "H", "H", "H", "H", "H", "H", "H"], "coordinates": [[3.9003, -2.2758, 21.8004], [4.4305, -2.8905, 20.6775], [3.7440, -3.9139, 20.0492], [2.5431, -4.3088, 20.5966], [2.0030, -3.7432, 21.7322], [2.6722, -2.6601, 22.3031], [1.8680, -5.4691, 20.0001], [0.8099, -5.8115, 20.4937], [2.4087, -6.0266, 19.0764], [4.5016, -1.5451, 22.3223], [5.3537, -2.5050, 20.2660], [4.1268, -4.3185, 19.1256], [1.0295, -4.0486, 22.0923], [2.2386, -2.2058, 23.1878], [-2.3239, -7.8632, 27.1874], [-2.3576, -6.7382, 27.9943], [-1.5411, -6.6216, 29.1002], [-0.6998, -7.6829, 29.3752], [-0.6831, -8.8369, 28.6143], [-1.5372, -8.9538, 27.5316], [0.2517, -7.5706, 30.4911], [1.1508, -8.3908, 30.5517], [0.0899, -6.6531, 31.2779], [-2.9829, -7.8569, 26.3274], [-3.0800, -5.9665, 27.7582], [-1.5890, -5.7868, 29.7864], [-0.1193, -9.6966, 28.9494], [-1.5716, -9.8641, 26.9485], [0.0344, 1.8607, 27.0733], [0.1594, 3.1039, 26.4651], [-0.8782, 4.0184, 26.5030], [-1.9889, 3.6921, 27.2624], [-2.0832, 2.4854, 27.9318], [-1.1117, 1.5161, 27.7892], [-3.0741, 4.6696, 27.3944], [-2.8760, 5.7842, 26.9627], [-4.0974, 4.3099, 27.9499], [0.8913, 1.1973, 27.0941], [1.0770, 3.3472, 25.9419], [-0.8681, 4.9431, 25.9448], [-2.9396, 2.2634, 28.5559], [-1.1450, 0.5951, 28.3517], [2.4648, -13.3235, 27.5143], [2.3974, -11.8153, 27.3388], [3.7125, -11.1235, 27.6401], [3.5861, -9.6226, 27.9125], [2.8560, -8.8304, 26.8201], [2.9676, -7.3188, 27.0592], [3.2165, -13.7330, 26.8360], [1.5004, -13.7671, 27.2656], [2.7134, -13.6012, 28.5388], [2.0905, -11.6271, 26.3072], [1.6431, -11.4162, 28.0276], [4.4482, -11.3476, 26.8571], [4.1440, -11.5643, 28.5489], [3.0786, -9.5068, 28.8767], [4.5906, -9.1957, 28.0188], [3.2750, -9.1401, 25.8573], [1.8000, -9.1133, 26.8648], [2.3269, -7.1329, 27.9272], [3.9918, -7.0337, 27.3102], [2.6142, -6.7372, 26.2101], [0.7578, -2.3723, 36.6173], [0.5281, -0.9988, 36.0059], [1.1500, -0.8644, 34.6024], [0.2296, -1.2945, 33.4709], [0.9524, -2.0257, 32.3300], [0.0246, -2.3666, 31.1644], [1.7367, -2.7798, 36.3664], [0.0382, -3.0889, 36.1923], [0.5605, -2.4210, 37.6875], [-0.5372, -0.7719, 36.0123], [1.0491, -0.2827, 36.6501], [2.1124, -1.3894, 34.6015], [1.4555, 0.1864, 34.5109], [-0.4839, -2.0183, 33.8919], [-0.3773, -0.4853, 33.0597], [1.7160, -1.3361, 31.9502], [1.4285, -2.9288, 32.7144], [-0.1589, -1.5787, 30.4346], [0.4039, -3.2188, 30.5905], [-0.9490, -2.6898, 31.5510], [5.4821, -5.7124, 24.5506], [6.2942, -7.0193, 24.5227], [5.5776, -8.0253, 23.6196], [4.2386, -7.1307, 22.8063], [3.0283, -7.2759, 23.5659], [4.2489, -7.3843, 21.3877], [4.9349, -5.5030, 23.1475], [6.0815, -4.8678, 24.8914], [4.6137, -5.7853, 25.2099], [6.3892, -7.3513, 25.5588], [7.3148, -6.8420, 24.1857], [5.1835, -8.8921, 24.1465], [6.2266, -8.3900, 22.8266], [4.1431, -4.7647, 23.0542], [5.6797, -5.3651, 22.3626], [-1.4946, -7.9146, 22.4838], [-2.9819, -7.6407, 22.2469], [-3.1336, -6.1213, 22.2659], [-2.0400, -5.5506, 23.5736], [-2.6860, -5.3696, 24.8482], [-1.2381, -4.4699, 23.0450], [-1.0623, -7.0483, 23.6752], [-0.9436, -7.5953, 21.6065], [-1.3198, -8.9624, 22.7151], [-3.6405, -8.0954, 22.9877], [-3.2373, -8.0106, 21.2540], [-4.1362, -5.7483, 22.4529], [-2.6956, -5.7087, 21.3580], [-1.3339, -7.5330, 24.6127], [0.0047, -6.8277, 23.6712], [-0.2702, -0.0475, 23.3031], [-1.2389, 1.0796, 22.8943], [-2.2076, 1.1782, 24.0403], [-2.6046, -0.5329, 24.4600], [-3.7395, -0.8909, 23.6436], [-2.6918, -0.6844, 25.8889], [-1.1258, -1.2358, 23.7082], [0.2872, 0.2824, 24.1808], [0.4206, -0.2969, 22.4992], [-1.7536, 0.8052, 21.9705], [-0.6581, 1.9838, 22.7143], [-3.1472, 1.6890, 23.8430], [-1.7389, 1.6444, 24.9115], [-1.4626, -1.9115, 22.9257], [-0.6176, -1.8396, 24.4599], [3.9588, -0.3234, 33.1091], [3.9224, -1.4342, 32.0480], [3.9484, -0.7673, 30.6718], [3.2365, 0.8770, 30.8907], [1.9602, 0.9710, 30.2417], [4.2639, 1.8486, 30.6044], [2.9629, 0.7268, 32.6520], [4.9630, 0.1090, 33.1360], [3.7031, -0.6438, 34.1183], [3.0380, -2.0483, 32.2250], [4.7610, -2.1186, 32.1838], [3.2876, -1.2671, 29.9626], [4.9588, -0.6791, 30.2860], [1.9310, 0.3781, 32.7216], [3.0338, 1.6843, 33.1618], [3.9659, 1.2647, 26.1245], [4.7662, 0.4617, 27.1450], [6.1695, 0.3334, 26.5547], [5.7609, -0.2377, 24.8881], [5.5528, -1.6610, 24.9608], [6.6179, 0.3513, 23.8891], [4.1214, 0.5278, 24.8086], [4.3883, 2.2732, 26.0475], [2.9269, 1.3987, 26.4215], [4.2923, -0.5152, 27.2959], [4.7884, 0.8706, 28.1559], [6.7530, -0.4872, 26.9651], [6.6888, 1.2830, 26.4702], [3.4473, -0.3282, 24.7443], [4.0015, 1.0980, 23.8911], [0.7085, -4.6852, 26.7132], [-0.5428, -3.8321, 26.7539], [-0.1642, -2.5054, 27.3748], [1.5046, -2.1654, 26.8276], [2.3803, -1.9783, 27.9582], [1.4714, -1.1706, 25.7704], [1.7705, -3.7925, 26.0867], [0.5510, -5.5926, 26.1295], [0.9423, -4.9992, 27.7349], [-1.3042, -4.3184, 27.3668], [-1.0397, -3.8130, 25.7823], [-0.0485, -2.7030, 28.4436], [-0.8953, -1.7164, 27.2136], [2.8050, -4.1053, 26.1899], [1.4638, -3.6398, 25.0492], [-5.9829, -1.7341, 29.9942], [-6.0158, -2.4179, 28.6255], [-4.6669, -2.1378, 27.9886], [-3.4827, -2.1976, 29.3798], [-2.7146, -0.9905, 29.4974], [-2.8209, -3.4805, 29.3355], [-4.7464, -2.2467, 30.6604], [-6.8851, -1.8751, 30.5819], [-5.8601, -0.6647, 29.7829], [-6.8319, -2.0707, 28.0021], [-6.0457, -3.4987, 28.8081], [-4.6224, -1.0925, 27.6664], [-4.2111, -2.7129, 27.1880], [-4.3194, -1.7202, 31.5133], [-4.7773, -3.3066, 30.9259]], "lowdin_charge": [-0.07, -0.06, 0.00, -0.15, 0.00, -0.06, -0.35, 0.06, 0.09, 0.10, 0.11, 0.13, 0.10, 0.09, -0.08, -0.07, 0.00, -0.15, -0.02, -0.06, -0.34, 0.07, 0.08, 0.10, 0.11, 0.11, 0.11, 0.11, -0.07, -0.07, -0.01, -0.15, 0.01, -0.05, -0.35, 0.08, 0.07, 0.08, 0.11, 0.12, 0.12, 0.09, -0.12, -0.29, -0.23, -0.22, -0.25, -0.10, 0.07, 0.07, 0.07, 0.11, 0.10, 0.11, 0.11, 0.10, 0.11, 0.10, 0.09, 0.07, 0.07, 0.04, -0.12, -0.26, -0.23, -0.19, -0.26, -0.08, 0.07, 0.07, 0.07, 0.11, 0.10, 0.09, 0.09, 0.11, 0.13, 0.05, 0.12, 0.06, 0.07, 0.07, -0.21, -0.20, -0.21, 0.66, -0.32, -0.32, -0.21, 0.12, 0.09, 0.11, 0.11, 0.10, 0.10, 0.08, 0.12, -0.20, -0.21, -0.21, 0.67, -0.32, -0.33, -0.21, 0.11, 0.12, 0.12, 0.12, 0.11, 0.11, 0.08, 0.10, -0.21, -0.21, -0.22, 0.68, -0.32, -0.32, -0.22, 0.09, 0.11, 0.12, 0.12, 0.11, 0.08, 0.09, 0.07, -0.20, -0.22, -0.20, 0.66, -0.32, -0.33, -0.24, 0.12, 0.10, 0.06, 0.12, 0.07, 0.10, 0.06, 0.12, -0.20, -0.22, -0.20, 0.66, -0.34, -0.33, -0.22, 0.12, 0.09, 0.10, 0.10, 0.10, 0.11, 0.07, 0.11, -0.21, -0.22, -0.20, 0.70, -0.31, -0.34, -0.19, 0.11, 0.12, 0.09, 0.09, 0.08, 0.09, 0.10, 0.10, -0.22, -0.21, -0.21, 0.67, -0.32, -0.33, -0.23, 0.12, 0.13, 0.12, 0.12, 0.10, 0.10, 0.11, 0.11]}



# 2
{"formula": "C23H31N3P2V", "method": "the ωB97M-V functional and the def2-TZVPD basis", "homo_energy_ev": [-13.10, -13.25], "s_squared": 0.910, "total_charge": 2, "multiplicity": 2, "e_tot_ev": -73072.80359, "species": ["C", "C", "C", "C", "C", "C", "C", "C", "C", "C", "C", "C", "C", "H", "H", "H", "H", "H", "H", "H", "N", "V", "C", "H", "H", "C", "H", "H", "P", "P", "C", "H", "H", "H", "C", "H", "H", "H", "C", "H", "H", "H", "C", "H", "H", "H", "H", "H", "C", "C", "N", "C", "C", "N", "H", "H", "H", "H", "H", "H"], "coordinates": [[-1.1388, 3.4307, -2.4884], [-0.9144, 2.0853, -2.2424], [0.3905, 1.5400, -2.5196], [1.4499, 2.4065, -2.9965], [1.1583, 3.7859, -3.2390], [-0.1089, 4.2771, -2.9982], [2.7216, 1.8327, -3.1772], [2.9420, 0.4764, -2.8754], [1.8033, -0.2980, -2.4245], [1.9696, -1.6845, -2.0684], [3.2300, -2.2511, -2.1744], [4.3497, -1.4956, -2.6353], [4.2166, -0.1651, -2.9780], [-2.1248, 3.8604, -2.2786], [1.9557, 4.4422, -3.6045], [-0.3316, 5.3334, -3.1822], [3.5513, 2.4519, -3.5379], [3.3743, -3.3015, -1.8970], [5.3269, -1.9843, -2.7072], [5.0800, 0.4175, -3.3175], [0.5772, 0.2311, -2.2882], [0.3071, 0.1640, 1.2247], [-1.9357, 1.1807, -1.6164], [-1.8497, 0.1639, -2.0322], [-2.9585, 1.5664, -1.7729], [0.7741, -2.4097, -1.5320], [-0.1306, -2.0977, -2.0786], [0.8975, -3.5043, -1.6100], [-1.6934, 1.0091, 0.2476], [0.4320, -2.0114, 0.2877], [1.7518, -3.0593, 1.0670], [1.6033, -3.0677, 2.1597], [1.7435, -4.0959, 0.6843], [2.7318, -2.5973, 0.8621], [-1.0501, -3.1185, 0.5179], [-0.8416, -4.1581, 0.2074], [-1.3491, -3.1120, 1.5800], [-1.8898, -2.7268, -0.0807], [-2.1022, 2.7297, 0.7881], [-3.0461, 3.0913, 0.3413], [-2.1772, 2.7384, 1.8874], [-1.2702, 3.3914, 0.4988], [-3.2733, 0.1254, 0.6786], [-3.3370, 0.0131, 1.7744], [-4.1598, 0.6785, 0.3204], [-3.2658, -0.8801, 0.2273], [1.1109, 0.8317, 0.0730], [0.2407, 1.6365, 1.9618], [-1.5082, 1.1937, 4.1241], [-1.2113, -0.2620, 3.9669], [-0.5426, -0.9243, 2.9513], [-0.4967, -2.1948, 3.4643], [-1.1581, -2.2807, 4.6550], [-1.6028, -1.0743, 4.9641], [-2.6062, 1.3452, 4.1711], [-1.0642, 1.5387, 5.0822], [-1.0979, 1.8389, 3.3763], [-0.0544, -3.0802, 3.1056], [-1.2820, -3.1633, 5.2697], [-2.1189, -0.8105, 5.8332]], "lowdin_spin": [-0.02, 0.00, 0.00, 0.00, -0.03, 0.00, -0.03, 0.00, 0.00, -0.01, -0.01, 0.00, -0.02, 0.00, 0.00, 0.00, 0.00, 0.00, 0.00, 0.00, -0.04, 1.25, -0.01, 0.00, 0.00, 0.00, 0.00, 0.00, -0.01, 0.01, 0.01, 0.00, 0.00, 0.00, 0.00, 0.00, 0.00, 0.00, 0.00, 0.00, 0.00, 0.00, 0.00, 0.00, 0.00, 0.00, -0.04, -0.04, 0.00, 0.00, 0.00, 0.00, 0.00, 0.00, 0.00, 0.00, 0.00, 0.00, 0.00, 0.00]}



# 3
{"formula": "C7H8N", "method": "the ωB97M-V functional and the def2-TZVPD basis", "homo_energy_ev": -12.67, "total_charge": 1, "de_lowest_ev": 0.0000, "smiles": "C=CC#CC[N+]#CC", "e_tot_ev": -8868.47162, "species": ["C", "C", "C", "C", "C", "C", "C", "N", "H", "H", "H", "H", "H", "H", "H", "H"], "coordinates": [[0.9663, -1.1005, 0.5438], [-1.1363, 1.8153, -1.0126], [1.0110, -0.4091, -0.4415], [1.3769, -3.0879, 1.8641], [0.9236, -1.8477, 1.7341], [0.9003, 0.4360, -1.6192], [-2.2631, 2.5065, -0.5426], [-0.2113, 1.2638, -1.4202], [1.2968, -3.6072, 2.8014], [1.8396, -3.6230, 1.0548], [0.4646, -1.3265, 2.5640], [1.7893, 1.0616, -1.7581], [0.7325, -0.1587, -2.5251], [-3.1760, 1.9986, -0.8570], [-2.2767, 3.5269, -0.9337], [-2.2378, 2.5520, 0.5479]], "lowdin_charge": [-0.02, 0.06, 0.01, 0.07, -0.18, -0.14, 0.03, 0.22, 0.07, 0.08, 0.11, 0.15, 0.15, 0.13, 0.13, 0.13]}